No. 1
Entry from OMol25: a 10-piece molecular cluster, C23H68NO19 overall at a distorted geometry (ωB97M-V/def2-TZVPD).

Cartesian coordinates (Å):
O1 -4.880 -32.302 -12.711
O2 3.102 -32.733 -12.767
O3 -4.438 -35.269 -14.830
O4 -2.736 -34.754 -7.192
O5 1.241 -39.237 -8.249
O6 2.964 -30.787 -10.649
O7 -3.448 -36.742 -10.848
O8 -1.483 -34.968 -14.662
O9 -0.907 -26.751 -12.659
O10 0.669 -32.357 -6.245
O11 -2.907 -40.864 -6.177
O12 -1.832 -31.694 -3.595
O13 1.936 -35.721 -8.290
O14 -3.970 -39.974 -12.180
O15 5.678 -29.536 -8.763
O16 -3.054 -37.389 -6.455
O17 0.921 -37.475 -15.005
O18 0.384 -29.361 -10.465
O19 2.617 -30.140 -15.221
N1 -0.725 -33.821 -10.337
C1 3.148 -30.800 -14.052
C2 -0.695 -31.947 -5.852
C3 4.720 -29.436 -9.796
C4 2.112 -37.145 -8.631
C5 -3.271 -38.114 -10.950
C6 -0.482 -35.713 -15.244
C7 -0.220 -35.155 -10.736
C8 2.405 -32.094 -13.799
C9 0.425 -33.112 -9.769
C10 1.075 -37.919 -7.971
C11 -0.178 -28.888 -11.743
C12 -0.621 -32.134 -4.310
C13 -1.678 -34.726 -8.232
C14 -3.457 -39.594 -6.024
C15 -4.942 -33.118 -13.854
C16 -3.829 -38.574 -12.215
C17 -1.237 -33.127 -11.541
C18 0.030 -27.303 -11.793
C19 4.117 -30.888 -9.909
C20 -2.593 -38.666 -6.830
C21 -4.846 -34.638 -13.642
C22 -0.344 -37.016 -14.661
C23 -1.944 -33.761 -9.377
H1 -2.112 -32.888 -8.907
H2 2.703 -35.393 -7.799
H3 -2.697 -35.714 -6.779
H4 -0.222 -32.980 -12.239
H5 -0.847 -30.893 -6.198
H6 -1.665 -31.841 -2.653
H7 -2.935 -38.593 -7.872
H8 3.719 -31.289 -8.897
H9 -1.743 -35.653 -8.554
H10 0.932 -26.944 -12.031
H11 -5.687 -35.150 -13.054
H12 4.732 -31.542 -10.309
H13 1.621 -36.945 -14.644
H14 -0.927 -35.715 -11.299
H15 -1.458 -38.720 -6.769
H16 0.589 -34.937 -11.258
H17 2.428 -32.567 -14.986
H18 3.347 -29.502 -15.227
H19 2.226 -30.551 -10.264
H20 0.070 -37.543 -8.219
H21 0.233 -31.621 -3.739
H22 -0.756 -34.495 -7.883
H23 -1.048 -29.236 -11.599
H24 0.339 -31.989 -9.535
H25 -5.261 -35.397 -15.320
H26 1.341 -31.844 -13.512
H27 -0.324 -27.023 -10.899
H28 -4.090 -34.832 -12.907
H29 -3.444 -39.342 -5.072
H30 -0.519 -33.071 -4.015
H31 -3.235 -40.357 -12.421
H32 -4.142 -32.712 -14.665
H33 1.384 -32.224 -5.553
H34 -2.135 -40.845 -5.707
H35 -1.389 -32.054 -11.641
H36 -1.444 -32.501 -6.239
H37 6.414 -30.094 -8.850
H38 -2.437 -35.308 -14.941
H39 2.953 -30.031 -13.246
H40 -5.847 -33.024 -14.499
H41 0.082 -29.020 -9.492
H42 -0.217 -36.835 -13.599
H43 -2.959 -37.182 -5.464
H44 -3.299 -38.503 -13.108
H45 3.169 -37.388 -8.503
H46 -4.809 -38.113 -12.369
H47 -4.400 -39.650 -6.442
H48 2.993 -32.338 -11.947
H49 -2.948 -34.068 -9.829
H50 -0.898 -27.237 -13.577
H51 -1.067 -37.667 -15.204
H52 4.097 -28.632 -9.501
H53 -1.960 -33.703 -12.318
H54 4.074 -31.217 -14.317
H55 0.146 -29.339 -12.736
H56 -2.222 -38.364 -10.835
H57 -3.959 -38.729 -10.246
H58 5.081 -29.247 -10.680
H59 1.940 -37.197 -9.767
H60 -5.635 -32.520 -12.003
H61 1.296 -37.632 -6.887
H62 0.752 -33.479 -8.928
H63 -4.400 -36.413 -10.455
H64 -0.584 -35.846 -16.407
H65 0.726 -39.765 -7.758
H66 0.226 -35.891 -9.894
H67 0.443 -35.272 -15.162
H68 1.339 -33.028 -10.269

## Properties
**Charge**: +1
**ΔE to the lowest compared entry with this formula, charge and spin**: 137.0 kJ/mol

***

No. 2
Entry from OMol25: C23H69I2N21O12P as an isolated structure at a distorted geometry (ωB97M-V/def2-TZVPD).

Cartesian coordinates (Å):
I1 3.315 -1.219 1.973
I2 0.125 -2.290 -1.761
P1 -0.289 -0.646 1.051
O1 -7.345 5.011 -2.139
O2 3.774 5.794 1.766
O3 0.908 1.874 4.361
O4 9.576 -1.173 3.447
O5 -5.462 -1.356 -0.030
O6 9.964 3.593 1.614
O7 1.387 2.475 -2.280
O8 5.778 2.641 6.117
O9 -7.181 -2.513 -4.391
O10 -3.537 5.009 -2.350
O11 -5.891 -3.110 -9.007
O12 -7.812 -1.393 0.223
N1 0.942 2.756 -4.482
N2 -0.704 1.696 5.939
N3 0.659 -0.079 5.474
N4 -6.519 -5.283 -8.923
N5 8.358 3.418 3.203
N6 2.785 3.972 2.678
N7 6.791 0.782 5.303
N8 -3.671 7.227 -1.931
N9 10.164 -3.288 2.893
N10 -4.689 -4.656 -10.143
N11 -4.989 -2.325 -3.854
N12 -0.730 2.932 -2.930
N13 -0.530 1.086 0.498
N14 9.816 -1.721 1.265
N15 -8.366 2.992 -2.005
N16 9.700 1.637 2.730
N17 4.840 1.534 4.380
N18 -5.623 -2.599 -6.033
N19 3.962 3.788 0.729
N20 -1.648 6.163 -1.889
N21 -6.134 3.129 -2.485
C1 -0.825 -4.901 0.885
C2 -3.182 -0.625 1.873
C3 0.339 -5.567 1.761
C4 2.535 -1.082 -0.032
C5 -5.225 0.020 0.417
C6 9.836 -2.007 2.591
C7 -1.669 -0.465 2.374
C8 0.586 2.706 -3.171
C9 -6.792 -1.538 -0.466
C10 -1.278 -3.436 1.424
C11 -6.006 -2.481 -4.738
C12 -5.711 -4.274 -9.336
C13 -7.284 3.790 -2.205
C14 0.326 1.207 5.202
C15 9.379 2.928 2.460
C16 -0.030 -2.472 1.686
C17 3.523 4.596 1.728
C18 -3.650 0.325 0.675
C19 -2.987 6.065 -2.074
C20 -2.114 -5.885 1.017
C21 3.115 -2.416 -0.776
C22 5.799 1.715 5.319
C23 1.016 -0.825 -0.336
H1 -8.338 1.990 -2.054
H2 -3.542 1.424 0.988
H3 -0.980 2.648 5.765
H4 -1.627 0.524 2.971
H5 9.231 1.077 3.420
H6 -5.307 3.687 -2.640
H7 -4.669 7.191 -2.062
H8 4.843 0.778 3.717
H9 -1.868 -3.662 2.387
H10 2.569 2.990 2.665
H11 -5.235 -2.234 -2.883
H12 4.211 -2.471 -0.418
H13 4.086 2.203 4.356
H14 -4.524 -5.605 -10.424
H15 -0.485 -4.851 -0.203
H16 -4.068 -3.935 -10.470
H17 3.148 -0.247 -0.538
H18 3.170 -2.298 -1.900
H19 7.524 0.880 5.985
H20 0.374 1.577 0.611
H21 3.767 2.805 0.679
H22 -4.667 -2.575 -6.337
H23 -6.350 -2.716 -6.720
H24 10.188 -3.537 3.868
H25 6.827 0.014 4.656
H26 -5.607 0.711 -0.415
H27 -1.304 -1.073 0.094
H28 1.910 2.592 -4.701
H29 -1.406 3.123 -3.647
H30 -1.176 7.018 -1.662
H31 0.954 0.131 -0.975
H32 10.380 -3.987 2.207
H33 4.513 4.214 0.004
H34 0.710 -4.922 2.619
H35 -7.289 -5.038 -8.322
H36 -9.238 3.447 -1.794
H37 -3.501 -1.686 1.607
H38 0.620 -0.102 2.031
H39 2.440 4.536 3.436
H40 2.629 -3.368 -0.407
H41 8.084 4.372 3.037
H42 -5.824 0.206 1.380
H43 -1.109 5.317 -1.987
H44 -2.166 -6.149 2.135
H45 0.193 -0.644 6.159
H46 -3.847 -0.337 2.773
H47 0.856 -2.971 1.136
H48 -6.066 2.129 -2.544
H49 1.419 -0.477 4.948
H50 -1.518 -1.275 3.183
H51 0.052 -6.610 2.119
H52 -1.031 2.901 -1.967
H53 -1.196 1.166 6.634
H54 10.452 1.231 2.202
H55 1.249 -5.719 1.072
H56 0.298 -2.480 2.791
H57 -4.020 -2.295 -4.115
H58 7.870 2.884 3.900
H59 -2.006 -3.055 0.626
H60 -3.127 0.124 -0.323
H61 -3.241 8.105 -1.705
H62 -6.389 -6.244 -9.181
H63 -6.945 -1.907 -1.543
H64 -1.208 1.571 1.093
H65 -3.032 -5.292 0.697
H66 10.025 -2.390 0.546
H67 0.299 2.945 -5.229
H68 -1.989 -6.819 0.381
H69 9.576 -0.779 1.001

## Properties
**Charge**: -1

***

No. 3
Entry from OMol25: a 11-piece molecular cluster, C23H72N4O11 overall at a distorted geometry (ωB97M-V/def2-TZVPD).

Cartesian coordinates (Å):
O1 3.325 2.761 0.397
O2 -5.344 0.605 -0.786
O3 -3.836 2.635 4.326
O4 -1.410 1.323 0.821
O5 0.967 -2.670 -0.528
O6 -1.019 6.389 -0.167
O7 -3.335 -4.184 -0.519
O8 1.857 3.790 -4.537
O9 -1.460 1.949 3.418
O10 2.401 -2.323 4.790
O11 2.978 -0.510 -3.241
N1 -0.519 -5.244 -2.721
N2 1.452 1.383 -6.024
N3 -3.017 -1.153 -0.532
N4 4.844 -0.608 2.554
C1 2.787 -1.871 6.081
C2 2.899 0.426 -4.300
C3 3.760 -0.786 3.538
C4 -3.986 -3.259 0.314
C5 0.274 -3.033 -3.386
C6 -3.789 -1.197 1.740
C7 -3.661 -5.530 -0.404
C8 2.115 -0.124 -2.196
C9 0.101 -3.716 -0.940
C10 1.749 -1.074 -6.006
C11 1.663 0.202 -5.176
C12 0.024 5.483 0.158
C13 -3.160 -2.057 0.653
C14 -0.435 2.883 3.730
C15 2.594 0.189 3.301
C16 0.834 -2.350 0.835
C17 1.150 4.036 -3.334
C18 -4.735 1.858 -0.942
C19 0.413 -4.163 -2.366
C20 -0.114 1.400 0.236
C21 -4.649 1.775 3.470
C22 3.375 -2.228 3.770
C23 3.429 3.935 1.196
H1 1.610 2.870 -4.793
H2 0.527 -3.486 -4.348
H3 -0.208 1.746 -0.792
H4 -4.899 -2.897 -0.179
H5 -3.192 -6.150 -1.163
H6 1.695 -1.717 1.056
H7 -4.716 -5.818 -0.308
H8 -2.489 -1.672 -1.230
H9 0.785 0.119 -4.531
H10 -0.009 3.265 2.797
H11 2.742 4.651 0.741
H12 2.025 -0.166 2.436
H13 -0.503 -5.934 -1.964
H14 2.276 1.589 -6.584
H15 4.253 -0.424 4.446
H16 -4.417 1.876 2.412
H17 2.504 -0.939 -6.792
H18 -3.998 2.060 -0.161
H19 1.008 -3.178 1.534
H20 -1.423 1.615 1.769
H21 3.231 3.850 2.270
H22 0.059 4.066 -3.438
H23 2.720 -0.782 6.047
H24 -4.704 -0.679 1.454
H25 0.386 2.424 4.284
H26 1.008 -2.244 -3.233
H27 -0.099 -1.852 1.099
H28 1.035 5.707 -0.181
H29 2.167 -2.293 6.868
H30 3.802 -2.240 6.277
H31 -5.685 2.034 3.682
H32 -3.052 -0.463 2.067
H33 2.369 -0.737 -1.336
H34 -2.169 -2.329 1.034
H35 -4.020 -1.828 2.606
H36 -5.434 2.684 -1.097
H37 -4.272 -3.746 1.257
H38 1.414 -4.585 -2.438
H39 -3.275 -5.896 0.566
H40 4.263 -2.799 4.070
H41 0.816 -1.322 -6.515
H42 3.819 0.463 -4.897
H43 2.109 0.935 -1.907
H44 0.027 5.506 1.254
H45 4.983 0.395 2.494
H46 -2.324 2.228 3.813
H47 2.099 -1.999 -5.544
H48 0.551 2.082 0.770
H49 2.971 -2.765 2.912
H50 -0.893 3.715 4.267
H51 -0.702 7.255 -0.427
H52 0.727 1.150 -6.696
H53 -2.468 -0.336 -0.276
H54 -4.439 3.336 4.579
H55 -0.258 4.468 -0.119
H56 1.315 3.283 -2.549
H57 4.214 2.418 0.296
H58 0.302 0.394 0.318
H59 4.447 4.322 1.086
H60 -4.496 0.748 3.793
H61 -4.204 1.948 -1.908
H62 -0.724 -2.602 -3.474
H63 2.935 1.188 3.014
H64 -0.962 -3.514 -0.779
H65 2.996 1.427 -3.856
H66 -1.485 -4.929 -2.592
H67 1.530 4.983 -2.948
H68 1.050 -0.287 -2.402
H69 -4.645 -0.040 -0.559
H70 0.315 -4.586 -0.300
H71 4.652 -0.880 1.594
H72 1.906 0.370 4.128

## Properties
**SMILES**: COC[C@H](C)N.COC[C@H](C)N.COC[C@H](C)N.COC[C@H](C)N.CO.CO.CO.CO.CO.CO.CO
**ΔE to the lowest compared entry with this formula, charge and spin**: 225.2 kJ/mol

***

No. 4
Entry from OMol25: a 12-piece molecular cluster, C23H73N17O14 overall at a distorted geometry (ωB97M-V/def2-TZVPD).

Cartesian coordinates (Å):
O1 -0.138 -4.324 7.870
O2 -1.441 7.462 -1.382
O3 7.783 -6.112 -1.849
O4 0.192 -10.944 -1.415
O5 3.432 0.695 5.305
O6 -0.972 10.135 -3.915
O7 -4.113 3.842 6.274
O8 -6.412 -4.490 -0.403
O9 -0.341 -0.079 -1.047
O10 0.648 -5.157 -9.017
O11 -7.280 4.275 -1.505
O12 0.368 -8.083 -0.856
O13 3.969 2.052 -6.370
O14 5.222 7.105 3.965
N1 5.525 0.957 4.631
N2 1.301 -4.678 9.481
N3 -2.299 2.842 7.057
N4 4.982 1.532 -4.423
N5 -7.768 2.782 -3.118
N6 5.784 3.115 -5.637
N7 -0.529 -3.645 9.868
N8 -0.964 -1.976 -7.729
N9 0.398 -1.233 0.696
N10 -7.319 -1.652 1.807
N11 6.242 -5.801 -0.224
N12 3.409 6.765 6.294
N13 0.000 0.857 0.815
N14 5.029 -0.934 5.341
N15 -5.770 3.662 -2.974
N16 -2.139 4.615 5.959
N17 5.705 -6.593 -2.228
C1 -0.924 -2.841 -9.969
C2 -7.213 -3.664 0.423
C3 -5.687 -3.757 -1.404
C4 0.308 -4.053 -8.165
C5 -0.324 -6.238 -9.047
C6 -2.917 3.793 6.422
C7 -5.328 -3.053 2.058
C8 0.190 -4.198 8.975
C9 3.508 7.997 5.485
C10 4.538 0.284 5.085
C11 4.836 2.262 -5.496
C12 3.086 9.243 6.309
C13 -0.506 -8.616 -1.853
C14 -6.969 3.603 -2.462
C15 -0.034 -0.157 0.070
C16 -1.669 9.294 -2.995
C17 -6.411 -2.550 1.153
C18 -0.927 -3.219 -8.496
C19 4.934 8.189 4.897
C20 -0.735 8.133 -2.416
C21 4.439 7.086 2.766
C22 6.633 -6.177 -1.458
C23 -0.031 -9.984 -2.383
H1 5.995 -6.955 -3.125
H2 0.163 -7.012 -9.639
H3 6.953 -5.402 0.372
H4 0.180 0.808 1.808
H5 -1.608 10.785 -4.223
H6 0.096 8.703 -2.000
H7 5.419 1.895 4.272
H8 -7.879 -4.187 1.110
H9 1.278 -3.558 -8.188
H10 -1.501 -8.738 -1.424
H11 3.722 5.985 5.733
H12 -7.540 -1.951 2.746
H13 3.357 7.021 2.880
H14 0.331 -2.075 0.143
H15 -0.626 -10.501 -3.136
H16 0.230 -8.635 -0.082
H17 4.402 -1.590 5.784
H18 0.006 -2.332 -10.225
H19 1.640 -4.379 10.385
H20 0.398 -1.088 1.696
H21 1.794 -5.420 9.005
H22 -4.760 -2.413 2.733
H23 3.767 9.329 7.156
H24 4.206 0.886 -4.387
H25 -5.713 -4.368 -2.306
H26 -2.034 9.866 -2.142
H27 2.045 9.268 6.632
H28 -1.896 8.064 -0.789
H29 -6.189 -2.831 -1.687
H30 5.267 -5.768 0.040
H31 -4.610 -3.661 -1.265
H32 -0.206 7.477 -3.108
H33 -0.365 1.732 0.465
H34 -0.100 -1.458 -7.792
H35 -1.364 -6.076 -9.333
H36 -0.948 -3.743 -10.581
H37 4.153 6.901 6.962
H38 4.613 6.180 2.185
H39 2.757 7.841 4.710
H40 0.920 -9.908 -2.909
H41 5.805 3.685 -6.470
H42 4.694 7.975 2.189
H43 5.954 -1.250 5.086
H44 6.538 3.025 -4.971
H45 -4.500 -3.611 1.621
H46 -2.317 5.327 5.266
H47 0.222 -4.454 -7.155
H48 -1.722 -3.935 -8.290
H49 3.152 10.166 5.734
H50 -5.550 3.204 -3.847
H51 -0.686 -7.934 -2.684
H52 6.372 0.420 4.512
H53 -5.940 -1.918 0.400
H54 -0.443 -6.660 -8.050
H55 -7.401 2.229 -3.879
H56 -1.304 2.737 7.192
H57 5.146 9.139 4.407
H58 -1.471 -3.341 9.668
H59 -2.528 8.825 -3.476
H60 -5.053 4.157 -2.464
H61 -8.174 -1.695 1.270
H62 -1.206 4.575 6.344
H63 -0.157 -3.853 10.784
H64 -0.938 -2.229 -6.751
H65 -7.990 -3.301 -0.249
H66 4.762 -6.570 -1.865
H67 -2.942 2.143 7.401
H68 5.713 8.164 5.659
H69 0.730 -10.521 -0.743
H70 -8.712 2.642 -2.786
H71 -1.688 -2.093 -10.179
H72 5.643 1.710 -3.681
H73 -5.670 -3.813 2.762

## Properties
**SMILES**: COC[C@H](C)N.COC[C@H](C)N.COC[C@H](C)N.NC(N)=O.NC(N)=O.NC(N)=O.NC(N)=O.NC(N)=O.NC(N)=O.NC(N)=O.OCCO.OCCO

***

no.,LUMO energy (eV),HOMO level (eV)
1,-2.0,-11.82
2,1.6,-4.64
3,0.4,-9.29
4,0.0,-8.87